ORCA calculation (wB97M-V/def2-TZVPD) on a structure of composition C3H5Br2LiO2.

Geometry as ORCA input:
```
! wB97M-V def2-TZVPD RIJCOSX def2/J DEFGRID3
* xyz 0 1
Li -0.5587 -0.2226 -0.0967
Br -2.7160 0.6422 1.1290
C -3.2464 0.6785 -0.7282
Br -2.5077 -0.8030 -1.7158
H -2.8802 1.5986 -1.1645
H -4.3251 0.6203 -0.7771
C 2.9753 -0.3830 0.6227
C 1.5049 -0.3190 0.2751
O 1.0615 0.5998 -0.4722
O 0.7220 -1.1890 0.7578
H 3.5421 0.3341 0.0348
H 3.3392 -1.3947 0.4512
H 3.0891 -0.1623 1.6841
*
```

Summary:
Orbital gap = 9.12 eV
Highest occupied orbital energy = -0.346 Eh
Largest force on an atom = 0.43 eV/A

ORCA calculation (wB97M-V/def2-TZVPD) on an isolated molecule of C3H5BrClF at a distorted geometry.

Geometry as ORCA input:
```
! wB97M-V def2-TZVPD RIJCOSX def2/J DEFGRID3
* xyz 0 1
C -0.0200 0.9347 -0.5198
C -0.6028 -0.4446 -0.5479
F -0.5911 -0.8278 -1.8597
Br -2.4701 -0.4736 0.0624
C 0.0723 -1.4330 0.3764
Cl 1.8315 -1.5566 0.0628
H -0.4502 1.3049 0.4780
H 1.0762 0.8945 -0.3587
H -0.3225 1.4888 -1.3245
H -0.2334 -2.3796 -0.0059
H -0.1368 -1.0812 1.4315
*
```

Summary:
Structure (SMILES) = C[C@](F)(Br)CCl
Orbital gap = 11.47 eV
Highest occupied orbital energy = -0.395 Eh
Largest force on an atom = 4.99 eV/A

ORCA calculation (wB97M-V/def2-TZVPD) on a cluster of 2 separate species, C3H5BrF2 in total at a distorted geometry.

Geometry as ORCA input:
```
! wB97M-V def2-TZVPD RIJCOSX def2/J DEFGRID3
* xyz 0 1
C 0.9118 -0.8879 0.9887
C 0.6267 -0.7115 -0.4757
C -1.5632 1.0485 -0.5035
F -1.4615 1.1456 -1.8909
F -0.9025 2.1078 0.1844
Br 1.8161 0.4162 -1.2784
H 0.8190 0.1590 1.3447
H 1.9014 -1.2200 1.1546
H 0.3548 -1.5868 1.6483
H 0.0611 -1.3984 -1.0342
H -2.5636 0.9274 -0.1379
*
```

Summary:
Orbital gap (spin up / spin down) = 7.98 / 9.61 eV
Highest occupied orbital energy (spin up / spin down) = -0.296 / -0.345 Eh
Largest force on an atom = 3.12 eV/A

ORCA calculation (wB97M-V/def2-TZVPD) on a cluster of 2 separate species, C3H5BrF2O in total at a distorted geometry.

Geometry as ORCA input:
```
! wB97M-V def2-TZVPD RIJCOSX def2/J DEFGRID3
* xyz 0 1
C -0.0528 -2.0513 -0.3203
C 0.4781 -0.6657 -0.4776
C -0.9716 2.2157 0.3887
O 1.7833 -0.4328 -0.5030
F -1.5959 3.2666 1.0723
F -1.1133 1.1567 1.2236
Br 0.8658 2.8683 0.3169
H 0.4220 -2.8609 -0.7199
H -1.1714 -1.9613 -0.6694
H -0.2342 -2.1906 0.8212
H -0.2628 0.1539 -0.7421
H 1.8529 0.5014 -0.3903
*
```

Summary:
Orbital gap (spin up / spin down) = 4.44 / 3.87 eV
Highest occupied orbital energy (spin up / spin down) = -0.248 / -0.238 Eh
Largest force on an atom = 5.93 eV/A

ORCA calculation (wB97M-V/def2-TZVPD) on an isolated molecule of C3H5BrFN at a distorted geometry.

Geometry as ORCA input:
```
! wB97M-V def2-TZVPD RIJCOSX def2/J DEFGRID3
* xyz 0 1
C -0.3229 0.1480 -0.5919
C -0.5712 -0.0685 0.9722
C 1.4053 0.1311 -2.4798
N 1.0325 0.0235 -1.1887
F 2.7436 -0.0217 -2.5053
Br -2.4335 0.3239 1.3194
H -0.9705 -0.5582 -1.1207
H -0.6832 1.1550 -0.8304
H 0.0328 0.6146 1.5662
H -0.3829 -1.0994 1.2631
H 1.7717 -0.1343 -0.5001
*
```

Summary:
Orbital gap = 10.08 eV
Highest occupied orbital energy = -0.351 Eh
Largest force on an atom = 2.09 eV/A

ORCA calculation (wB97M-V/def2-TZVPD) on an isolated molecule of C3H5BrN2O at a distorted geometry.

Geometry as ORCA input:
```
! wB97M-V def2-TZVPD RIJCOSX def2/J DEFGRID3
* xyz 0 1
H -1.5364 -1.2625 -0.4583
N -0.6170 -1.1628 -0.8878
C 0.1271 -0.1977 -0.6776
C 1.3001 0.2061 -1.5051
O 0.1137 0.7234 0.3901
C -0.5636 0.4560 1.4797
Br -0.3239 1.5889 2.9774
N -1.3649 -0.4361 1.5086
H -1.8566 -0.6865 2.3329
H 0.9897 0.7832 -2.3977
H 2.0440 0.6535 -0.8247
H 1.6878 -0.6656 -1.9375
*
```

Summary:
Structure (SMILES) = [H]/N=C(/C)O/C(Br)=N/[H]
Orbital gap = 10.22 eV
Highest occupied orbital energy = -0.350 Eh
Largest force on an atom = 4.48 eV/A

ORCA calculation (wB97M-V/def2-TZVPD) on a cluster of 2 separate species, C3H5BrO2 in total at a distorted geometry.

Geometry as ORCA input:
```
! wB97M-V def2-TZVPD RIJCOSX def2/J DEFGRID3
* xyz 0 1
O 2.0888 -0.8364 -1.2194
C 0.7470 -1.0212 -0.9147
C -0.0821 -0.1458 -0.4995
Br -1.9358 -0.1541 -0.4376
H 2.3637 -1.4402 -2.0351
H 0.3783 -2.1364 -1.0636
H 0.1931 0.9046 -0.6570
C -0.8678 1.1864 1.7194
O 0.1805 0.7604 1.5482
H -1.3730 1.9351 1.0569
H -1.6928 0.9476 2.5023
*
```

Summary:
Structure (SMILES) = O/C=C/Br.C=O
Orbital gap = 9.53 eV
Highest occupied orbital energy = -0.332 Eh
Largest force on an atom = 7.45 eV/A

ORCA calculation (wB97M-V/def2-TZVPD) on a structure of composition C3H5BrO2S at a distorted geometry.

Geometry as ORCA input:
```
! wB97M-V def2-TZVPD RIJCOSX def2/J DEFGRID3
* xyz 0 1
C -0.1220 -1.3510 -0.2905
C -0.8417 -0.4534 0.6003
C -1.3209 0.6911 0.2134
O 1.5337 1.7145 0.9187
O 1.4574 1.2911 -1.5390
S 2.1975 1.3477 -0.3052
Br 1.9424 -1.4384 0.2923
H -0.5454 -2.3529 -0.2219
H -0.1322 -0.8935 -1.2594
H -0.9874 -0.7523 1.6123
H -1.9894 1.2716 0.8650
H -1.1920 0.9254 -0.8859
*
```

Summary:
Orbital gap = 9.66 eV
Highest occupied orbital energy = -0.370 Eh
Largest force on an atom = 2.67 eV/A

ORCA calculation (wB97M-V/def2-TZVPD) on a cluster of 2 separate species, C3H5Cl in total at a distorted geometry.

Geometry as ORCA input:
```
! wB97M-V def2-TZVPD RIJCOSX def2/J DEFGRID3
* xyz 0 1
C -0.9911 0.5201 -0.3218
C -1.8183 -0.2577 0.2753
C 2.2007 -0.0630 -0.0262
Cl -3.6099 -0.1722 -0.0882
H -1.1044 1.2920 -0.9783
H -1.6540 -1.0522 1.0314
H 2.8360 -0.2978 -0.9113
H 2.4447 0.9042 0.4970
H 1.6963 -0.8733 0.5221
*
```

Summary:
Orbital gap (spin up / spin down) = 9.77 / 8.09 eV
Highest occupied orbital energy (spin up / spin down) = -0.360 / -0.337 Eh
Largest force on an atom = 2.51 eV/A

ORCA calculation (wB97M-V/def2-TZVPD) on a cluster of 2 separate species, C3H5Cl in total at a distorted geometry.

Geometry as ORCA input:
```
! wB97M-V def2-TZVPD RIJCOSX def2/J DEFGRID3
* xyz 0 1
C -1.1354 -1.0142 -0.9267
C -2.0364 -1.8384 -1.2824
Cl -3.3935 -2.1604 -2.3192
H -0.2616 -0.4803 -0.5995
C 1.2612 1.1019 0.9938
H 0.6581 1.2444 1.8755
H 1.1260 0.5820 0.0138
H 1.7569 2.0456 0.7504
H 2.0246 0.5196 1.4943
*
```

Summary:
Structure (SMILES) = C#CCl.C
Orbital gap = 10.36 eV
Highest occupied orbital energy = -0.372 Eh
Largest force on an atom = 5.46 eV/A

ORCA calculation (wB97M-V/def2-TZVPD) on a cluster of 2 separate species, C3H5Cl2N in total at a distorted geometry.

Geometry as ORCA input:
```
! wB97M-V def2-TZVPD RIJCOSX def2/J DEFGRID3
* xyz 0 3
C 1.6059 0.4284 -1.3057
C 1.2853 -0.6640 -0.7113
C -1.1957 -0.1132 0.2756
N -1.1791 -0.4277 1.6750
Cl -2.1465 -1.1447 -0.6568
Cl -1.3495 1.6310 -0.1996
H 2.5487 0.6651 -1.8260
H 0.9205 1.1419 -1.2696
H 1.8184 -1.4347 -0.2971
H -0.3501 -0.0137 2.0976
H -1.9578 -0.0683 2.2179
*
```

Summary:
Orbital gap (spin up / spin down) = 8.50 / 8.96 eV
Highest occupied orbital energy (spin up / spin down) = -0.281 / -0.376 Eh
Largest force on an atom = 4.46 eV/A
Expectation value of S² = 2.0148

ORCA calculation (wB97M-V/def2-TZVPD) on an isolated molecule of C3H5ClF2 at a distorted geometry.

Geometry as ORCA input:
```
! wB97M-V def2-TZVPD RIJCOSX def2/J DEFGRID3
* xyz 0 1
F -1.4770 1.3555 0.0446
C -1.6657 -0.0011 -0.0207
C -0.4352 -0.5386 -0.5525
F -0.3913 -0.3868 -1.9113
C 0.9273 0.1386 -0.2093
Cl 1.5398 -0.3022 1.3433
H -2.6481 -0.1832 -0.5009
H -1.7481 -0.3360 1.0413
H -0.3678 -1.7251 -0.4559
H 0.8033 1.2461 -0.3936
H 1.6412 -0.1767 -1.0324
*
```

Summary:
Structure (SMILES) = FC[C@@H](F)CCl
Orbital gap = 11.87 eV
Highest occupied orbital energy = -0.402 Eh
Largest force on an atom = 4.93 eV/A

ORCA calculation (wB97M-V/def2-TZVPD) on an isolated molecule of C3H5ClF2S at a distorted geometry.

Geometry as ORCA input:
```
! wB97M-V def2-TZVPD RIJCOSX def2/J DEFGRID3
* xyz 0 1
C 2.4708 0.6840 0.0691
C -2.2008 0.0984 -0.0240
C -1.2212 -1.0391 -0.0210
H 3.0072 0.8576 1.0031
H 2.6647 1.4707 -0.6624
H -1.7247 1.0034 -0.4233
H -2.5343 0.3082 0.9986
H -1.5299 -1.9003 -0.6202
F 1.1383 0.6126 0.3163
F -3.2957 -0.2181 -0.8010
S 0.1751 -1.0290 0.7788
Cl 3.0506 -0.8484 -0.6138
*
```

Summary:
Orbital gap = 8.64 eV
Highest occupied orbital energy = -0.298 Eh
Largest force on an atom = 5.73 eV/A

ORCA calculation (wB97M-V/def2-TZVPD) on an isolated molecule of C3H5ClF2S at a distorted geometry.

Geometry as ORCA input:
```
! wB97M-V def2-TZVPD RIJCOSX def2/J DEFGRID3
* xyz 0 1
F -0.8299 1.7112 -0.0717
C 0.5622 1.2633 -0.0846
C 0.6192 -0.2641 0.3214
F 0.4820 -0.2665 1.7205
Cl 2.2951 -0.8494 -0.0538
C -0.3955 -1.0974 -0.4224
S -2.1151 -1.0690 0.1575
H 1.0606 1.8698 0.7262
H 1.0253 1.4583 -1.0422
H -0.3527 -0.7985 -1.5075
H -0.0396 -2.1170 -0.4318
H -2.3115 0.1595 0.6883
*
```

Summary:
Structure (SMILES) = FC[C@](F)(Cl)CS
Orbital gap = 10.12 eV
Highest occupied orbital energy = -0.344 Eh
Largest force on an atom = 2.29 eV/A

ORCA calculation (wB97M-V/def2-TZVPD) on a cluster of 2 separate species, C3H5ClFN3 in total at a distorted geometry.

Geometry as ORCA input:
```
! wB97M-V def2-TZVPD RIJCOSX def2/J DEFGRID3
* xyz 0 1
C 0.0688 -0.7471 -0.7845
C 0.0339 0.4711 1.5014
C -0.1918 -0.4930 2.4055
H -0.6844 0.4285 -3.5378
H 1.1621 1.3969 -2.3497
H 0.0922 -1.8213 -0.3089
H -0.3626 1.2565 -0.3562
H 0.2712 1.4199 1.9806
N -0.1678 0.6894 -2.5031
N 0.0229 -0.6717 -2.0966
N 0.0389 0.2553 0.1192
F -0.1862 -1.7231 1.8510
Cl -0.0973 -0.4614 4.0790
*
```

Summary:
Orbital gap = 8.24 eV
Highest occupied orbital energy = -0.301 Eh
Largest force on an atom = 6.74 eV/A

ORCA calculation (wB97M-V/def2-TZVPD) on the ion C3H5ClN with charge +1 at a distorted geometry.

Geometry as ORCA input:
```
! wB97M-V def2-TZVPD RIJCOSX def2/J DEFGRID3
* xyz 1 1
C -1.5833 -1.6383 -0.0116
C -0.2448 -0.8891 0.0047
C 1.0775 0.0211 0.0335
N 0.5706 1.4368 -0.0001
Cl 2.7232 -0.2487 0.0226
H -1.9294 -1.9876 0.9386
H -1.8959 -2.0089 -0.9640
H 1.0324 2.0094 -0.7212
H -0.4399 1.3883 -0.2090
H 0.6896 1.9171 0.9065
*
```

Summary:
Structure (SMILES) = C=C=C([NH3+])Cl
Orbital gap = 9.50 eV
Highest occupied orbital energy = -0.510 Eh
Largest force on an atom = 9.40 eV/A

ORCA calculation (wB97M-V/def2-TZVPD) on an isolated molecule of C3H5ClN2 at a distorted geometry.

Geometry as ORCA input:
```
! wB97M-V def2-TZVPD RIJCOSX def2/J DEFGRID3
* xyz 0 1
C 0.7221 1.6538 1.1077
N 0.6113 0.8714 0.0773
C -0.5000 -0.0232 -0.2157
C -0.3920 -1.4692 -0.2643
N -0.6777 -0.8803 -1.5309
Cl 0.6095 -0.4796 -2.5431
H -0.0785 1.7448 1.8260
H 1.6138 2.2942 1.2515
H -1.2701 0.3557 0.4941
H 0.5729 -1.8835 -0.2601
H -1.2112 -2.1840 0.0575
*
```

Summary:
Structure (SMILES) = C=N[C@@H]1CN1Cl
Orbital gap = 10.04 eV
Highest occupied orbital energy = -0.341 Eh
Largest force on an atom = 3.75 eV/A

ORCA calculation (wB97M-V/def2-TZVPD) on an isolated molecule of C3H5ClN2O2 at a distorted geometry.

Geometry as ORCA input:
```
! wB97M-V def2-TZVPD RIJCOSX def2/J DEFGRID3
* xyz 0 1
N -2.4203 0.3506 0.2312
C -1.2294 -0.3224 0.0089
N -1.4524 -1.6930 -0.1396
C 0.0165 0.1882 -0.1000
Cl 0.2411 1.9151 -0.0612
C 1.2083 -0.6497 -0.0416
O 1.2088 -1.8836 -0.0002
O 2.3486 0.0290 0.1214
H -2.3413 1.3693 0.1521
H -3.1920 0.0015 -0.3435
H -2.3043 -2.0110 0.2839
H -0.6317 -2.3152 -0.0965
H 3.0478 -0.6642 0.2294
*
```

Summary:
Structure (SMILES) = NC(N)=C(Cl)C(=O)O
Orbital gap = 9.21 eV
Highest occupied orbital energy = -0.312 Eh
Largest force on an atom = 2.82 eV/A

ORCA calculation (wB97M-V/def2-TZVPD) on an isolated molecule of C3H5ClN2OS at a distorted geometry.

Geometry as ORCA input:
```
! wB97M-V def2-TZVPD RIJCOSX def2/J DEFGRID3
* xyz 0 1
C -0.0980 0.1501 0.5063
C 0.0069 -1.0600 0.1187
C -1.0453 1.2240 -0.1317
N -0.8425 1.0851 -1.5192
N 1.1298 -1.7208 0.6756
O -0.3828 2.0801 -2.1232
S -1.2497 -0.3425 -2.1187
Cl 1.2163 0.9359 1.7316
H -2.0688 0.9319 0.1360
H -0.8465 2.2822 0.2938
H 1.8051 -1.9789 -0.0239
H 0.8332 -2.5904 1.2026
H 1.5422 -0.9968 1.2522
*
```

Summary:
Orbital gap (spin up / spin down) = 6.98 / 7.31 eV
Highest occupied orbital energy (spin up / spin down) = -0.279 / -0.277 Eh
Largest force on an atom = 4.21 eV/A

ORCA calculation (wB97M-V/def2-TZVPD) on an isolated molecule of C3H5ClN2S at a distorted geometry.

Geometry as ORCA input:
```
! wB97M-V def2-TZVPD RIJCOSX def2/J DEFGRID3
* xyz 0 1
C -0.6013 -1.4292 0.1272
C -0.5818 0.0271 -0.2346
N -0.3466 0.7915 0.9773
C 0.8085 1.1918 1.1237
S 1.9906 0.8664 -0.1066
N 0.5554 0.2281 -1.1365
Cl 0.2584 1.4355 -2.3602
H -1.2412 -1.8185 0.9449
H 0.3606 -1.6270 0.3381
H -0.6978 -1.9314 -0.8422
H -1.6129 0.2820 -0.7396
H 1.1081 1.9838 1.9086
*
```

Summary:
Structure (SMILES) = C[C@H]1N=CSN1Cl
Orbital gap = 9.26 eV
Highest occupied orbital energy = -0.340 Eh
Largest force on an atom = 3.95 eV/A

What energy above the lowest of the compared OMol25 structures with the same formula, charge and spin values result from the calculations? In sequence: 0.021; 0.000; 3.996; 4.631; 0.336; 0.151; 3.465; 0.000; 4.771; 2.980; 0.440; 0.757; 3.129; 0.453; 3.734; 2.535; 3.582; 0.180; 6.148; 1.896 eV.
What E values result from the calculations? In sequence: -5423.42807; -3251.36879; -2890.89909; -2966.10823; -2845.87397; -2876.03964; -2841.67156; -3239.93825; -577.29787; -577.36369; -1092.24342; -777.20098; -1175.30041; -1175.39873; -841.42951; -631.80478; -686.86431; -837.53369; -1160.21315; -1085.10943 hartree.